A cluster of 6 separate species, C2H14O5 in total in a non-equilibrium geometry, computed with wB97M-V/def2-TZVPD.

Properties
Highest occupied orbital energy: -10.17 eV
SMILES: C=C.O.O.O.O.O

Geometry as XYZ:
```
21
C2H14O5 (wB97M-V/def2-TZVPD)
O 0.423 -1.343 2.096
O -0.681 -3.147 0.091
O 0.816 2.592 1.212
O -2.239 2.610 0.200
O 1.575 -2.232 -1.381
C 0.664 0.745 -1.097
C -0.575 0.315 -0.958
H -2.937 2.288 0.780
H 0.476 -0.445 2.441
H -1.446 0.338 -1.606
H -0.065 2.926 1.415
H -0.671 -3.021 1.045
H -2.169 1.940 -0.493
H 1.927 -1.436 -1.782
H 0.757 -2.487 -1.826
H -0.881 -0.037 0.024
H 1.339 -1.585 1.920
H 1.329 0.652 -0.252
H 0.159 -2.757 -0.190
H 1.120 1.046 -2.036
H 1.081 3.034 0.397
```

=====

A cluster of 6 separate species, C2H14O6 in total in a non-equilibrium geometry, computed with wB97M-V/def2-TZVPD.

Properties
Highest occupied orbital energy: -9.86 eV
SMILES: C=CO.O.O.O.O.O

Geometry as XYZ:
```
22
C2H14O6 (wB97M-V/def2-TZVPD)
O 0.538 -0.502 -1.924
O -4.023 1.432 -1.879
O 2.303 2.011 0.025
O 3.036 -1.170 -0.259
O -4.113 -0.185 2.470
O -1.980 -0.125 -1.107
C 3.191 -0.617 2.062
C 2.902 -1.453 1.094
H -1.979 0.717 -0.628
H 3.492 0.422 1.983
H -3.452 0.648 -1.980
H 2.938 -0.759 3.113
H 1.667 1.346 -0.274
H -1.077 -0.459 -0.939
H 2.334 -2.383 1.016
H -4.871 -0.632 2.873
H 1.083 -0.652 -2.704
H 3.373 -0.237 -0.202
H -4.759 1.095 -1.352
H 1.115 -0.731 -1.184
H 2.059 2.196 0.941
H -4.616 0.510 2.015
```

=====

A cluster of 5 separate species, C2H15N2O3 in total in a non-equilibrium geometry, computed with wB97M-V/def2-TZVPD.

Properties
Total charge: +1
Highest occupied orbital energy: -13.66 eV

Geometry as XYZ:
```
22
C2H15N2O3 (wB97M-V/def2-TZVPD)
O 0.070 -2.431 1.316
O -3.125 -3.387 -1.985
O -0.913 -1.277 -1.457
N 0.228 1.607 -1.668
N 1.981 2.335 1.780
C 0.765 2.282 0.908
C 1.058 1.587 -0.451
H 1.362 0.504 -0.274
H -2.928 -4.180 -1.377
H -0.463 -1.547 -0.648
H 0.582 -1.545 1.464
H 1.705 2.903 2.572
H -0.058 1.621 1.371
H 2.034 2.141 -0.787
H -1.429 -2.073 -1.698
H -0.456 0.866 -1.843
H 0.484 3.290 0.775
H 0.056 2.509 -2.131
H -0.081 -2.698 2.216
H -3.955 -3.619 -2.473
H 1.013 -0.300 2.184
H 2.070 1.413 2.205
```

=====

A cluster of 5 separate species, C2H15N2O4 in total in a non-equilibrium geometry, computed with wB97M-V/def2-TZVPD.

Properties
<S²>: 0.75
Highest occupied orbital energy (spin up / spin down): -3.07 / -8.18 eV
Multiplicity: 2

Geometry as XYZ:
```
23
C2H15N2O4 (wB97M-V/def2-TZVPD)
O -3.614 -2.982 -0.480
O 2.672 0.877 0.299
O -1.129 -2.418 -0.102
O 2.878 3.748 -0.404
N 0.203 -0.039 -1.651
N -0.632 0.741 0.526
C -0.650 0.428 2.065
C 0.074 -0.007 -0.302
H 2.965 4.134 0.449
H -1.449 1.339 0.238
H -0.200 1.249 2.600
H 0.753 -0.577 0.323
H -0.328 -2.971 -0.088
H -4.179 -3.354 0.138
H -3.794 -3.516 -1.301
H 1.006 -0.388 -2.052
H -1.722 -2.940 0.471
H -0.712 -0.168 -2.191
H -1.796 0.150 2.320
H 3.748 3.611 -0.840
H 3.377 1.121 0.807
H -0.222 -0.556 2.179
H 2.546 1.626 -0.257
```

=====

A cluster of 5 separate species, C2H15N2O4 in total in a non-equilibrium geometry, computed with wB97M-V/def2-TZVPD.

Properties
Total charge: +1
Highest occupied orbital energy: -14.19 eV

Geometry as XYZ:
```
23
C2H15N2O4 (wB97M-V/def2-TZVPD)
O 4.133 -1.824 -2.277
O -4.315 0.306 2.823
O -2.113 1.407 0.870
O 1.772 -0.158 -2.265
N 0.574 -0.022 0.720
N -1.027 -0.853 -0.757
C 1.340 1.111 1.237
C -0.210 0.082 -0.312
H 2.466 -0.826 -2.236
H 0.889 2.030 0.883
H 4.629 -2.316 -2.919
H -0.169 1.044 -0.807
H -2.340 2.338 0.799
H -4.209 0.167 3.778
H 1.573 -0.207 -3.194
H -1.419 -1.513 -0.102
H -1.559 -0.588 -1.568
H 2.391 1.045 0.913
H 0.740 -0.934 1.123
H 4.724 -1.335 -1.727
H -2.709 1.071 1.540
H -5.222 -0.008 2.676
H 1.356 1.142 2.327
```

=====

A cluster of 5 separate species, C2H15N2O4 in total in a non-equilibrium geometry, computed with wB97M-V/def2-TZVPD.

Properties
Total charge: +1
Highest occupied orbital energy: -11.67 eV

Geometry as XYZ:
```
23
C2H15N2O4 (wB97M-V/def2-TZVPD)
O 1.808 0.921 3.429
O 3.726 -1.313 -1.153
O 1.644 1.138 -1.779
O -3.315 -0.929 1.614
N -1.821 -1.646 -0.852
N -0.614 1.782 -0.548
C -1.452 0.629 -0.467
C -1.023 -0.576 -1.065
H -1.140 2.575 -0.900
H -3.732 -1.453 2.358
H -0.230 -0.763 -1.811
H -1.712 -2.447 -1.580
H 2.281 1.825 -2.145
H 2.185 0.305 -1.592
H -2.406 -1.850 -0.068
H 4.644 -1.305 -0.822
H -3.229 -0.150 2.146
H -2.294 0.680 0.278
H -0.355 1.845 0.461
H 1.708 0.066 3.864
H 0.138 1.623 -1.212
H 3.484 -2.281 -1.179
H 1.648 1.526 4.299
```

=====

A cluster of 5 separate species, C2H15NO4 in total in a non-equilibrium geometry, computed with wB97M-V/def2-TZVPD.

Properties
Highest occupied orbital energy: -9.58 eV
SMILES: CCN.O.O.O.O

Geometry as XYZ:
```
22
C2H15NO4 (wB97M-V/def2-TZVPD)
O -5.926 -1.194 -1.362
O 6.725 0.721 1.319
O 3.312 0.198 3.195
O 0.472 -2.033 2.199
N -1.397 0.082 -0.302
C -0.719 0.797 -2.501
C -1.208 1.307 -1.144
H 0.146 0.165 -2.298
H 2.440 -0.208 3.157
H -2.169 0.043 0.347
H -0.423 1.601 -3.174
H -2.166 1.806 -1.302
H 5.997 1.329 1.436
H 3.814 -0.621 3.121
H -1.447 -0.761 -0.856
H 6.227 -0.037 0.994
H -1.447 0.229 -3.122
H -0.374 1.827 -0.720
H 0.936 -2.081 1.368
H -5.708 -0.268 -1.462
H -0.359 -1.617 1.963
H -6.725 -1.287 -0.856
```

=====

A cluster of 6 separate species, C2H15NO5 in total in a non-equilibrium geometry, computed with wB97M-V/def2-TZVPD.

Properties
Highest occupied orbital energy: -8.53 eV
SMILES: C=CN.O.O.O.O.O

Geometry as XYZ:
```
23
C2H15NO5 (wB97M-V/def2-TZVPD)
O 2.935 -0.336 -0.673
O 1.401 0.366 1.583
O -1.698 -2.245 -1.361
O 0.400 -0.436 -1.811
O 0.626 -1.974 0.916
N -1.961 0.926 1.150
C -0.846 2.807 0.264
C -1.829 1.939 0.192
H -0.074 2.812 0.940
H 3.390 -0.413 0.133
H 0.482 -1.635 -0.016
H 1.179 0.481 0.687
H 1.276 -0.433 -1.241
H -1.870 -1.636 -0.638
H 0.060 -2.828 1.055
H -1.207 0.655 1.723
H -0.666 3.468 -0.644
H -2.647 1.973 -0.607
H -1.164 -1.601 -1.838
H -3.022 0.674 1.398
H 3.127 0.594 -0.905
H 1.418 -0.578 1.743
H 0.185 0.514 -1.800
```

=====

A cluster of 5 separate species, C2H15NO5 in total in a non-equilibrium geometry, computed with wB97M-V/def2-TZVPD.

Properties
Total charge: +1
<S²>: 0.75
Highest occupied orbital energy (spin up / spin down): -14.56 / -14.55 eV
Multiplicity: 2

Geometry as XYZ:
```
23
C2H15NO5 (wB97M-V/def2-TZVPD)
O -1.168 1.608 1.671
O 0.498 0.068 3.633
O 0.507 -0.791 1.060
O -0.601 0.762 -3.577
O 2.079 2.353 -0.353
N -0.621 -1.064 -1.013
C 0.541 -1.445 -0.225
C -1.471 -2.145 -1.558
H -0.936 -3.064 -1.802
H 2.445 2.835 -1.019
H -0.445 0.257 -2.720
H -1.850 -1.941 -2.553
H 0.134 -0.623 3.021
H -0.341 1.760 1.183
H 0.425 0.237 0.943
H -0.936 1.566 2.576
H -1.198 -0.409 -0.596
H -1.316 1.360 -3.410
H 1.414 -1.224 -0.795
H 0.884 -0.438 4.348
H -2.238 -2.504 -0.787
H 0.680 -2.505 0.030
H 2.693 1.684 -0.095
```

=====

A cluster of 6 separate species, C2H15O6 in total in a non-equilibrium geometry, computed with wB97M-V/def2-TZVPD.

Properties
Total charge: -1
Highest occupied orbital energy: -6.00 eV

Geometry as XYZ:
```
23
C2H15O6 (wB97M-V/def2-TZVPD)
O -0.887 -0.740 -3.354
O -0.464 -1.636 0.440
O 0.348 2.979 -2.178
O 1.074 2.173 0.802
O -2.700 -0.052 -0.497
O 0.483 0.321 -0.995
C 1.057 -1.372 2.321
C -0.367 -1.249 1.777
H 1.350 -2.426 2.319
H -0.041 -0.906 -0.138
H 1.944 1.918 1.098
H -0.743 -0.258 2.055
H -2.487 -0.966 -0.229
H -1.821 0.260 -0.670
H -1.019 -1.954 2.304
H 1.787 -0.842 1.708
H -0.325 -0.238 -2.724
H 0.855 1.484 0.126
H 0.556 2.050 -1.989
H 1.143 -1.003 3.345
H 0.587 3.378 -1.313
H 1.283 0.083 -1.428
H -1.613 -1.005 -2.778
```

=====

A structure of composition C2H16ClMgO6 in a non-equilibrium geometry, computed with wB97M-V/def2-TZVPD.

Properties
<S²>: 0.75
Highest occupied orbital energy (spin up / spin down): -6.95 / -9.99 eV
Multiplicity: 2

Geometry as XYZ:
```
26
C2H16ClMgO6 (wB97M-V/def2-TZVPD)
Cl 5.808 20.495 14.985
Mg 5.305 20.754 12.604
O 9.221 20.465 14.300
O 7.814 17.846 15.373
O 4.377 17.703 16.250
O 8.043 22.003 16.839
O 3.581 21.021 17.390
O 7.210 20.458 12.115
C 6.000 23.279 17.434
C 7.553 23.337 17.154
H 7.818 20.247 11.407
H 4.342 21.167 16.829
H 8.569 20.354 14.992
H 5.705 24.162 17.999
H 7.745 24.159 16.464
H 8.048 17.262 14.651
H 7.724 20.345 12.915
H 4.751 17.579 17.122
H 7.184 18.458 14.992
H 2.857 20.881 16.780
H 4.919 18.383 15.851
H 5.750 22.430 18.070
H 7.315 21.512 16.450
H 10.060 20.306 14.733
H 5.407 23.183 16.524
H 8.178 23.539 18.023
```